Record 1
A single C4H10N2O2 molecule. Source: OMol25; level of theory: ωB97M-V/def2-TZVPD.

## Properties
* Kohn-Sham gap: 9.919 eV
* SMILES: C[C@@H](CN)NC(=O)O
* multiplicity: 1

The geometry in XYZ format:
```
18
Properties=species:S:1:pos:R:3:forces:R:3
C -0.643708 0.746807 -1.577856 -0.11 0.04 0.58
C 0.141613 0.676582 -0.261508 -0.53 -0.11 -0.03
C -0.091024 1.875385 0.700518 -0.11 0.30 -0.37
N -0.812574 3.032661 0.168966 0.22 0.02 0.29
N -0.194105 -0.555724 0.455502 0.30 0.22 -0.13
C 0.517206 -1.688624 0.251857 -0.23 0.20 -0.12
O 1.367033 -1.837645 -0.595091 0.19 -0.09 0.06
O 0.151122 -2.645049 1.131764 -0.24 -0.23 0.22
H -0.278739 1.536235 -2.239249 0.00 -0.14 -0.01
H -1.691552 0.939601 -1.337861 -0.05 0.03 -0.18
H -0.588601 -0.221684 -2.067258 0.17 0.05 -0.19
H 1.198443 0.596659 -0.476718 0.21 -0.01 -0.14
H -0.632310 1.505853 1.570293 0.03 0.07 0.11
H 0.877235 2.231472 1.046763 0.15 -0.18 0.16
H -0.862893 3.079663 -0.833402 -0.08 -0.02 -0.04
H -1.716398 3.169000 0.587650 -0.12 -0.10 -0.18
H -1.004483 -0.583022 1.050038 0.10 -0.06 0.11
H 0.629496 -3.452825 0.913508 0.12 0.03 -0.13
```
Positions in Å, forces in eV/Å.

Atomic partial charges in e from the natural (NBO) method, atoms 1 to 6:
1. C -0.62
2. C -0.06
3. C -0.22
4. N -0.85
5. N -0.64
6. C 0.88

---

Record 2
A 2-piece molecular cluster, C10H7N3S overall in a non-equilibrium geometry. Source: OMol25; level of theory: ωB97M-V/def2-TZVPD.

## Properties
* Kohn-Sham gap (alpha / beta): 7.246 / 7.251 eV
* multiplicity: 1

The geometry in XYZ format:
```
21
Properties=species:S:1:pos:R:3:forces:R:3
C -2.572177 0.704134 0.840891 -0.90 0.57 1.26
C 2.483223 1.651796 1.154717 -1.95 1.97 -1.23
C 1.378434 2.571602 1.012808 1.63 -2.15 0.87
C 2.224690 0.317873 1.032703 1.13 0.13 0.41
C 0.058233 2.149586 0.986655 0.77 -1.63 -0.16
C 0.962085 -0.120605 0.978825 -3.14 -1.07 -0.41
C -1.589318 -2.900015 -1.978692 2.00 3.59 0.75
C -0.593172 -2.301581 -2.712870 -0.21 -1.57 0.41
C -0.142205 0.760618 0.962944 0.76 -0.03 0.25
C -1.187490 -1.210863 -0.714486 -0.99 1.71 2.43
N -3.629861 1.125103 1.090551 0.67 -0.11 -0.84
N -1.930095 -2.220483 -0.804307 0.30 0.36 -0.47
N -1.391784 0.120138 0.946354 0.87 -2.75 -3.31
S -0.031878 -0.887598 -1.941257 0.07 0.44 0.38
H 3.488124 2.026519 1.112847 0.23 0.18 0.20
H 1.701243 3.559169 0.953068 -0.16 1.81 0.03
H 3.016713 -0.376255 0.960462 0.83 -0.69 0.10
H -0.809243 2.754239 0.970421 -0.49 0.95 -0.13
H 0.679273 -1.183141 0.840109 0.61 0.70 0.38
H -2.112113 -3.717830 -2.222885 -1.61 -3.02 -0.81
H -0.002681 -2.822406 -3.468858 -0.44 0.60 -0.13
```
Positions in Å, forces in eV/Å.

Atomic partial charges in e from the natural (NBO) method, atoms 1 to 6:
1. C 0.39
2. C -0.21
3. C -0.18
4. C -0.21
5. C -0.25
6. C -0.22

---

Record 3
C7H10BF6N4O8S2V as an isolated structure in a non-equilibrium geometry. Source: OMol25; level of theory: ωB97M-V/def2-TZVPD.

## Properties
* Kohn-Sham gap (alpha / beta): 8.898 / 5.050 eV
* multiplicity: 3

The geometry in XYZ format:
```
39
Properties=species:S:1:pos:R:3:forces:R:3
O -0.833526 1.943969 1.322594 1.37 -1.89 0.17
V 0.023244 0.640119 1.393134 -1.37 2.99 -2.50
B -0.295696 0.640469 4.046684 -2.03 1.39 4.21
F 0.056904 -0.114961 5.146344 0.00 0.11 -0.13
F -1.115676 1.750069 4.346094 0.60 -0.49 0.25
F 0.799134 1.072909 3.377654 2.62 0.65 -1.76
F -0.989246 -0.101081 3.142784 -1.11 -2.10 -1.46
N 1.663934 -1.071651 -2.383126 0.63 6.44 2.80
S 0.474834 -1.772851 -2.912066 -4.06 -9.18 -4.90
O 0.464404 -1.843861 -4.359306 -0.79 0.72 1.27
O -0.819356 -1.784571 -2.216196 2.05 0.74 -0.61
F 1.117404 -3.263311 -2.603796 -0.77 0.63 0.40
S 0.774574 0.400369 -2.240556 2.30 4.38 0.91
O 0.119364 0.600879 -0.930556 0.55 -0.80 -1.67
O 0.245984 1.056689 -3.447956 0.19 -2.33 2.64
F 2.057514 1.345869 -2.025706 0.06 -0.69 0.07
O 2.487754 -2.443351 2.548254 -0.39 0.11 -0.54
C 2.240974 -1.859861 1.393704 0.50 0.22 1.63
O 2.989804 -2.076041 0.403104 0.91 -0.67 -1.29
O 1.406264 -1.005981 1.248404 -1.45 0.74 -0.05
H 3.279454 -2.974151 2.434004 0.46 -0.55 0.29
C -3.047376 0.815809 -3.238556 0.77 -0.49 0.37
C -2.869276 1.172149 -1.802566 -0.94 -0.24 -3.09
N -2.745876 1.490369 -0.722396 0.04 0.44 1.78
H -3.862996 1.266169 -3.804286 -0.13 0.27 0.70
H -3.146096 -0.267761 -3.303566 -0.03 -0.02 0.02
H -2.120956 1.056499 -3.759996 0.02 0.04 0.07
C -3.797516 -2.415481 1.315124 1.19 0.46 -0.36
C -2.601726 -1.540541 1.100344 1.57 1.24 -0.74
N -1.697906 -0.837821 0.861844 -1.93 -1.86 1.05
H -4.659336 -1.876281 0.921904 -0.07 -0.13 0.29
H -3.873116 -2.697821 2.365214 -0.16 0.37 -0.03
H -3.653036 -3.340051 0.756204 0.01 0.12 -0.16
C 4.084164 3.237489 0.104684 -1.54 0.09 0.75
C 2.866644 2.472329 0.590354 0.96 0.30 -0.74
N 1.938434 1.886769 0.920234 0.01 -0.27 0.27
H 4.835554 2.615929 -0.382316 -0.25 -0.09 0.28
H 4.452154 3.797099 0.964644 0.38 -0.36 0.06
H 3.750234 4.025469 -0.570356 -0.17 -0.29 -0.26
```
Positions in Å, forces in eV/Å.

Atomic partial charges in e from the natural (NBO) method, atoms 1 to 6:
1. O -0.31
2. V 1.49
3. B 1.32
4. F -0.53
5. F -0.55
6. F -0.49

---

Record 4
A 2-piece molecular cluster, C8H10IN3 overall in a non-equilibrium geometry. Source: OMol25; level of theory: ωB97M-V/def2-TZVPD.

## Properties
* Kohn-Sham gap (alpha / beta): 5.965 / 5.969 eV
* multiplicity: 1

The geometry in XYZ format:
```
22
Properties=species:S:1:pos:R:3:forces:R:3
C -1.041264 1.263239 -2.742848 0.92 0.15 0.66
C -1.905212 1.289156 -1.707819 -1.07 0.60 -1.72
C 0.088967 0.492578 -1.099008 -2.05 0.38 1.68
C -1.179243 -0.130108 1.320143 2.39 -0.42 -1.07
C 0.056100 -0.856333 0.946956 1.03 0.96 -1.07
C 0.981526 -0.066736 -0.036508 -1.54 -0.92 0.79
C -0.011288 -2.357156 0.945570 -2.16 1.68 -1.42
C 1.694462 1.146886 0.598002 -2.65 1.58 -0.62
N 0.194006 0.847957 -2.321333 1.49 -1.16 0.18
N -1.222702 0.814348 -0.635785 1.48 0.40 -2.72
N -1.775542 0.684107 0.523639 -0.75 -1.25 2.92
I 2.443794 -1.166956 2.994260 -1.13 0.01 -0.47
H -0.984101 1.468988 -3.763769 -1.25 0.66 -1.33
H -2.960741 1.520363 -1.734514 0.21 0.00 0.49
H -1.473362 -0.430715 2.256836 -1.74 0.10 2.06
H 1.528595 -0.860016 -0.529653 1.22 0.34 0.21
H -0.593964 -2.739317 0.016363 0.01 0.65 1.84
H -0.237747 -2.654893 1.941886 -1.14 -0.78 0.42
H 0.905569 -2.729692 0.771680 3.45 -1.17 -0.56
H 1.004588 2.097681 0.696993 1.09 -1.76 -1.01
H 2.511548 1.291484 -0.035714 1.36 0.96 -0.80
H 1.976010 1.075137 1.594622 0.83 -1.01 1.56
```
Positions in Å, forces in eV/Å.

Atomic partial charges in e from the natural (NBO) method, atoms 1 to 6:
1. C -0.10
2. C -0.07
3. C 0.36
4. C -0.09
5. C 0.40
6. C -0.38

---

> Number 2 is which compound?

C10H7N3S

---

> multiplicity of number 2 (C10H7N3S)?

1